The following is a DFT calculation (ωB97M-V/def2-TZVPD) of the ion C3H9N2O2 with charge +1.

Calculated values
Multiplicity: 3
HOMO (alpha / beta), eV: -10.265 / -15.593
Net charge: +1
ΔE to the lowest compared entry with this formula, charge and spin, kJ/mol: 46.6

Structure (XYZ):
```
16
Properties=species:S:1:pos:R:3:mulliken_charge:R:1
C -0.874 0.067 -0.003 0.70
C -2.113 -0.690 -0.306 -1.75
C 1.577 -0.056 0.433 0.02
N -1.098 1.267 0.435 -0.21
N 0.263 -0.604 0.086 -0.04
O 1.687 1.200 -0.482 -0.49
O 2.494 -0.938 -0.024 -0.48
H -2.487 -0.651 -1.242 0.45
H -2.820 -0.469 0.355 0.47
H -2.036 -1.708 -0.288 0.46
H 1.777 0.192 1.405 0.34
H -1.969 1.708 0.126 0.29
H -0.355 1.788 0.848 0.24
H 0.297 -1.352 -0.599 0.31
H 2.383 1.065 -1.196 0.35
H 3.276 -0.820 0.453 0.35
```